No. 1
ORCA calculation (ωB97M-V/def2-TZVPD) on C27H41N4Pt as an isolated structure in a non-equilibrium geometry.

Output
Orbital gap (spin up / spin down)   7.69 / 5.82 eV
<S²>   6.08
Net charge   +1
DFT total energy   -37855.3766 eV
Relative energy (zero: lowest compared OMol25 entry of this formula, charge and spin)   40.78 kJ/mol
2S+1   5
LUMO energy (spin up / spin down)   -1.95 / -5.62 eV

The geometry in XYZ format:
```
73
Properties=species:S:1:pos:R:3:forces:R:3
C -0.62160 -0.60534 -2.13211 1.33 1.16 -0.96
C 0.32173 -1.70745 -1.99494 -0.89 0.35 0.47
C 1.62674 -1.25400 -2.24601 0.59 0.33 -0.20
C 1.60003 0.08784 -2.67097 -0.53 0.23 0.16
C 0.23900 0.59482 -2.57927 -0.45 -2.17 -0.91
Pt -0.47415 0.82942 -0.63677 0.88 -0.30 0.78
C 2.64815 2.98788 1.19926 0.69 -5.54 0.27
C 1.30871 3.02241 0.96019 -3.66 -0.90 -0.53
H 0.62295 2.86035 1.83265 0.67 1.12 -0.38
C 0.55883 2.73368 -0.28725 2.42 2.11 0.17
H 1.18470 2.84579 -1.18466 -0.12 -0.07 0.27
H -0.34324 3.33425 -0.44174 -0.32 -0.30 0.37
C 2.96088 2.22126 2.54151 -0.28 0.48 1.33
H 2.10680 1.61600 2.90499 -0.24 0.80 -0.25
H 3.66510 1.40337 2.44590 0.62 0.36 -0.55
H 3.31286 2.76726 3.42490 -0.15 0.36 -0.34
C 3.34125 2.07001 0.13023 0.07 0.22 -1.24
H 2.60099 1.36660 -0.30522 0.05 0.69 0.01
H 3.86355 2.53258 -0.70555 -0.09 0.32 -0.03
H 4.02939 1.33898 0.53007 0.56 0.48 0.56
C -0.08700 -3.10268 -1.78065 -0.20 -0.56 0.17
H -1.06740 -3.14645 -1.29062 0.18 -0.08 -0.14
H -0.15893 -3.65621 -2.73161 -0.03 0.17 0.14
H 0.62213 -3.64360 -1.14997 -0.03 0.05 -0.15
C 2.83989 -2.11330 -2.20165 0.29 -0.11 0.12
H 2.79018 -2.82703 -1.37109 -0.06 0.11 -0.14
H 2.96751 -2.70067 -3.12369 -0.11 0.17 0.14
H 3.74517 -1.50970 -2.07036 -0.17 -0.14 -0.06
C 2.70273 0.82147 -3.32687 0.47 0.37 0.08
H 3.68493 0.46249 -2.99675 -0.18 0.14 -0.09
H 2.66800 0.70943 -4.42415 -0.06 0.01 0.28
H 2.63213 1.89635 -3.10993 0.13 -0.22 -0.09
C -0.29814 1.63345 -3.50463 0.08 0.54 0.30
H 0.35106 2.51912 -3.49233 -0.17 -0.14 -0.16
H -0.36872 1.26198 -4.53682 0.00 0.06 0.21
H -1.29021 1.94424 -3.15750 0.11 0.02 -0.31
C -2.01088 -0.79848 -2.61850 -0.45 -0.19 0.01
H -2.53388 0.16402 -2.63436 -0.03 -0.33 -0.17
H -2.02526 -1.22927 -3.62819 -0.03 0.05 0.10
H -2.55086 -1.48109 -1.94976 -0.01 0.12 -0.31
C 0.55218 -2.89232 1.32651 3.99 2.18 0.47
C 1.69271 -1.91651 1.34707 0.28 0.23 -0.19
C 0.86948 -4.20081 1.50212 1.05 -0.42 0.15
C 3.00746 -2.33165 1.48843 1.40 -2.45 0.63
H 1.96929 -0.82357 1.27911 -2.78 -0.51 -0.25
C 2.24987 -4.61611 1.68775 0.73 -0.53 0.10
H 0.14757 -4.99956 1.51419 -0.34 -0.02 -0.04
C 3.33650 -3.74047 1.70523 -1.97 1.69 -0.53
H 3.87337 -1.58677 1.47567 -1.48 -0.97 0.03
H 2.47963 -5.71124 1.81642 -0.58 1.24 -0.10
H 4.37266 -4.02072 1.87507 -0.33 -0.27 -0.09
C -1.69825 0.28630 2.12086 -1.09 0.29 0.41
N -2.05207 0.85162 0.75291 -0.61 -0.06 0.62
C -2.51927 2.28658 0.92897 -0.77 -0.17 0.70
N -3.67598 2.37072 1.82925 0.38 -0.52 -0.26
C -3.29484 1.80000 3.13902 0.06 -0.17 -0.22
N -2.85969 0.38506 3.03230 -0.02 0.20 -0.65
C -4.00134 -0.37092 2.46462 0.23 0.23 -0.12
N -4.38402 0.14035 1.13452 0.48 0.23 -0.02
C -3.22885 0.05132 0.23358 -0.77 0.16 0.80
C -4.77853 1.55813 1.26977 0.37 -0.16 0.16
H -0.87112 0.86189 2.55649 -0.10 -0.14 -0.30
H -1.41840 -0.77104 2.00603 0.01 0.36 -0.07
H -2.81613 2.68140 -0.05100 0.23 -0.12 0.14
H -1.70744 2.88534 1.36422 -0.09 -0.27 -0.25
H -4.18204 1.84123 3.78714 0.40 0.03 -0.05
H -2.47677 2.39801 3.56250 -0.24 -0.12 -0.02
H -3.72675 -1.43053 2.37908 -0.12 0.22 0.06
H -4.86557 -0.24814 3.13227 0.29 -0.20 -0.12
H -3.53965 0.44962 -0.73915 0.29 -0.12 0.19
H -2.93961 -1.00602 0.16117 0.12 0.37 -0.09
H -5.63577 1.61927 1.95334 0.16 0.03 -0.29
H -5.04374 1.94974 0.27874 -0.05 -0.06 0.27
```
Forces are in eV/Å.

=====

No. 2
ORCA calculation (ωB97M-V/def2-TZVPD) on a 2-piece molecular cluster, C3H6F3O overall in a non-equilibrium geometry.

Output
Orbital gap   11.63 eV
Net charge   +1
DFT total energy   -13395.8436 eV
Relative energy (zero: lowest compared OMol25 entry of this formula, charge and spin)   303.76 kJ/mol
LUMO energy   -5.47 eV

The geometry in XYZ format:
```
13
Properties=species:S:1:pos:R:3:forces:R:3
C -0.89958 0.51193 -0.92873 -3.76 0.22 -0.86
C 0.14358 -1.33919 0.19157 0.49 -2.20 1.77
C 0.97429 0.89496 0.40829 0.31 -0.81 5.66
O 0.34882 0.00904 -0.45019 1.68 0.44 1.18
F 2.20570 0.60677 0.74385 -2.09 0.71 -1.55
F 0.22768 0.35597 2.11785 1.25 1.85 -3.75
F 0.62178 2.11148 0.25664 0.81 -1.03 -0.04
H -1.56442 0.97078 -0.16176 1.04 -0.45 -0.03
H -0.79456 1.17547 -1.74899 0.82 0.75 -0.54
H -1.43325 -0.35321 -1.32625 0.25 0.22 0.00
H 0.28241 -1.30023 1.32221 -0.34 0.38 -1.84
H -0.82472 -1.50936 -0.16200 -1.50 -0.59 0.49
H 0.71226 -2.13440 -0.26250 1.04 0.51 -0.50
```
Forces are in eV/Å.

=====

Number 2 is which compound?
C3H6F3O

=====

net charge of number 2 (C3H6F3O)?
+1

=====

net charge of number 2 (C3H6F3O)?
+1

=====

DFT total energy of number 1 (C27H41N4Pt)?
-37855.3766 eV